[1]
The following is a DFT calculation (ωB97M-V with the def2-TZVPD basis set) of a 17-piece molecular cluster, C21H76N16O17 overall.

Geometry (Å):
C  1.5917  -4.2186  -1.5892
C  2.1997  -4.5956  -2.9632
O  3.2497  -5.4846  -2.8412
H  2.4377  -4.1146  -0.9562
H  0.8367  -4.8706  -1.1742
H  1.1347  -3.2296  -1.6042
H  2.4797  -3.7356  -3.5122
H  1.4587  -5.0626  -3.6042
H  3.1177  -6.0706  -2.1102
C  0.3357  -0.8726  0.4858
C  -0.3563  0.4654  0.9048
O  -1.6483  0.1904  0.3328
H  1.3717  -0.8836  0.8338
H  0.4777  -1.0306  -0.5312
H  -0.0473  -1.8756  0.8088
H  0.0237  1.4144  0.5418
H  -0.3173  0.6634  1.9618
H  -2.3023  0.7494  0.7768
C  2.9777  -1.3426  -1.9582
C  3.6867  -0.0846  -2.4122
O  2.7597  0.9824  -2.2772
H  3.5537  -2.2116  -2.3382
H  2.0037  -1.3646  -2.3752
H  2.8927  -1.3576  -0.9092
H  3.9267  -0.1376  -3.4502
H  4.6287  0.2454  -1.9682
H  3.1967  1.8154  -2.3042
C  -2.3313  -2.6056  2.8168
C  -2.6643  -1.2056  3.3298
O  -3.7523  -1.2676  4.2138
H  -1.4163  -2.7386  2.1158
H  -3.1073  -2.9796  2.1408
H  -2.2213  -3.3016  3.6178
H  -2.8903  -0.5756  2.4368
H  -1.7303  -0.7576  3.7418
H  -4.5653  -1.3216  3.6868
C  -3.6513  0.5664  -2.9252
O  -4.7903  0.8364  -2.1242
N  -2.9893  -0.5446  -2.8572
N  -3.3883  1.2784  -3.9682
H  -3.0963  -0.9826  -1.8762
H  -2.2243  -0.9586  -3.3872
H  -3.8793  2.0874  -4.2412
H  -2.5453  1.0404  -4.4542
C  0.4577  4.5414  2.1748
O  -0.4773  3.8444  1.5768
N  0.3947  4.9814  3.3608
N  1.5427  4.8014  1.5568
H  -0.4263  4.7404  3.8158
H  1.1737  5.4844  3.9028
H  1.6187  4.6734  0.5718
H  2.0187  5.5364  1.9548
C  -2.5483  -2.9526  -0.9432
O  -1.3493  -2.9976  -1.4892
N  -3.4633  -3.9316  -0.9092
N  -2.9613  -1.8396  -0.5422
H  -3.4363  -4.8276  -1.3302
H  -4.1123  -3.9106  -0.1482
H  -2.1893  -1.1366  -0.2862
H  -3.9623  -1.5156  -0.2402
C  -0.4103  -2.0976  -4.6192
O  -0.0573  -1.6356  -5.8912
N  -0.3993  -1.2896  -3.6352
N  -0.7303  -3.3066  -4.2982
H  -0.1913  -0.2786  -3.8032
H  -0.6503  -1.6176  -2.6892
H  -0.9823  -3.9546  -5.0882
H  -0.7863  -3.6066  -3.3252
C  -0.3093  2.1904  -3.5032
O  -0.8093  3.1744  -4.2732
N  -0.3983  2.1084  -2.2182
N  0.5057  1.2514  -3.9922
H  -0.9053  2.6754  -1.5012
H  -0.2963  1.1844  -1.8332
H  0.6487  1.5304  -4.9342
H  1.3257  0.9424  -3.3982
C  2.5877  4.3884  -1.5362
O  3.3877  5.2874  -0.7782
N  2.3887  4.5674  -2.7882
N  1.8807  3.3994  -1.0482
H  2.6957  5.4874  -3.1432
H  1.5897  4.1684  -3.2522
H  2.1177  2.8934  -0.1842
H  1.1967  2.8064  -1.5452
C  3.4717  2.0124  2.3748
O  2.6817  1.4384  1.3598
N  3.4097  3.2464  2.8538
N  4.5397  1.3924  2.7688
H  2.6917  3.8184  2.3808
H  4.2527  3.7034  3.0798
H  4.4117  0.4034  2.5338
H  5.2547  1.6914  3.4348
C  -4.6313  1.5764  1.5148
O  -3.2083  1.8434  1.5138
N  -5.2693  1.3654  0.4238
N  -5.2043  1.1904  2.6438
H  -4.8593  1.5944  -0.4762
H  -6.3223  1.1744  0.4598
H  -4.6233  1.5584  3.4358
H  -6.2433  1.2244  2.8678
C  -3.1153  3.7334  -1.4712
O  -2.1123  3.8264  -0.5122
H  -3.3213  2.7064  -1.4952
H  -2.6363  3.9774  -2.4452
H  -3.9403  4.3714  -1.1702
H  -2.5073  3.6114  0.3918
C  5.3007  -1.6206  1.0398
O  4.4037  -1.2136  1.9948
H  6.2427  -1.1556  1.3188
H  5.0167  -1.3976  0.0108
H  5.3447  -2.7286  1.1418
H  3.7317  -1.8576  1.9988
C  0.2057  -4.7676  1.4708
O  0.8347  -6.0306  1.4068
H  -0.4473  -4.6226  0.6258
H  1.0357  -4.0766  1.3088
H  -0.2433  -4.5606  2.3678
H  1.5997  -6.0306  1.9618
C  -0.8743  1.9414  4.3598
O  -0.4523  2.9314  5.2628
H  -1.5263  2.3084  3.5508
H  -1.5593  1.2464  4.7818
H  -0.0853  1.2144  3.9548
H  -1.2153  3.3904  5.5458
C  1.6667  -1.7226  3.2358
O  1.7107  -2.6376  4.3388
H  0.6567  -1.3396  3.2858
H  1.9557  -2.1206  2.3208
H  2.3407  -0.8086  3.3828
H  1.5287  -2.1156  5.0908

Summary:
HOMO energy = -8.59 eV
spin multiplicity = 1
net charge = 0
orbital gap = 8.5 eV
max |F| = 0.1774 Eh/bohr

---

[2]
The following is a DFT calculation (ωB97M-V with the def2-TZVPD basis set) of C21H7EuF10N9O4S3 as an isolated structure.

Geometry (Å):
Eu  0.2146  -0.3530  1.2039
N  -2.1006  -1.0815  -3.7686
C  -1.8851  -0.9133  -2.4470
S  -1.6910  -2.4548  -1.5125
N  -1.7557  0.2581  -1.9600
N  -1.5617  0.4322  -0.5926
C  -2.2049  1.4654  -0.2080
C  -2.3473  1.8242  1.2000
C  -3.0536  2.9505  1.5648
C  -3.2795  3.1934  2.9138
C  -2.8240  2.2744  3.8358
C  -2.1144  1.1706  3.3803
N  -1.8511  0.9563  2.0973
H  -2.4594  -1.9514  -4.1189
H  -2.1746  -0.2671  -4.3584
H  -2.7501  2.0386  -0.9524
H  -3.4250  3.6262  0.8044
H  -3.8165  4.0777  3.2311
H  -3.0063  2.3976  4.8945
H  -1.7541  0.4277  4.0774
F  4.1958  -2.3898  2.5452
C  3.2372  -2.0825  1.7242
F  2.7497  -0.8242  2.0482
F  3.6662  -2.0713  0.4897
S  1.7377  -3.1439  1.9203
O  0.8024  -2.4284  1.0298
O  2.0400  -4.4907  1.6252
N  1.4511  -2.8244  3.4289
S  0.2148  -2.0541  3.9932
O  -0.6225  -1.4933  2.9211
O  -0.4402  -2.6679  5.0845
C  0.9942  -0.4851  4.6263
F  0.2377  0.0453  5.5558
F  2.2112  -0.6657  5.0592
F  1.0329  0.3992  3.5563
F  0.8462  0.4463  -5.4722
C  1.1910  0.3898  -4.1937
C  1.2484  1.5729  -3.4901
F  0.9799  2.6993  -4.1356
C  1.4481  1.6146  -2.1006
C  1.7207  0.3619  -1.5437
C  1.6669  -0.8218  -2.2450
F  1.8906  -1.9553  -1.5743
C  1.3507  -0.8618  -3.5904
C  0.8756  -2.1202  -4.2105
C  0.1509  -2.8414  -3.3558
N  -0.4128  -3.1727  -2.3490
C  0.9530  -2.4062  -5.6086
N  1.0094  -2.6407  -6.7338
F  2.0873  0.2300  -0.2191
C  1.2525  2.7872  -1.2771
C  1.2595  4.1234  -1.7520
N  1.2594  5.2106  -2.1390
C  0.9249  2.4931  0.0453
N  0.6298  1.9961  1.0522

Summary:
HOMO energy (alpha / beta) = -10.61 / -10.62 eV
spin multiplicity = 7
net charge = +1
orbital gap (alpha / beta) = 4.7 / 6.2 eV
max |F| = 0.0658 Eh/bohr

---

net charge of number 2 (C21H7EuF10N9O4S3)?
+1

---

Which of these has the highest max |F|?
C21H76N16O17

---

The highest net charge belongs to which entry?
C21H7EuF10N9O4S3